Record 1
C18H34O3 | ωB97M-V with the def2-TZVPD basis set

CARTESIAN COORDINATES (ANGSTROEM)
C: -6.522 -2.427 2.150
C: -5.670 -1.948 0.981
C: -6.207 -0.645 0.392
C: -5.451 -0.181 -0.854
C: -4.013 0.248 -0.568
C: -3.338 0.816 -1.815
C: -1.857 1.133 -1.609
C: -1.619 2.284 -0.633
C: -0.160 2.738 -0.586
C: 0.778 1.694 0.016
C: 2.204 2.220 0.143
C: 3.140 1.167 0.729
C: 4.579 1.618 0.749
O: 4.975 2.591 0.157
C: 5.520 0.764 1.585
C: 5.490 -0.715 1.199
H: 6.167 -1.269 1.855
C: 5.912 -0.916 -0.256
C: 5.681 -2.350 -0.724
C: 4.218 -2.673 -0.887
O: 3.306 -1.892 -0.823
O: 4.027 -3.975 -1.133
H: 3.084 -4.165 -1.256
H: 6.152 -2.517 -1.696
H: 6.113 -3.071 -0.028
H: 5.339 -0.242 -0.895
H: 6.967 -0.664 -0.367
H: 4.486 -1.112 1.346
H: 5.230 0.874 2.633
H: 6.531 1.160 1.468
H: 3.085 0.260 0.120
H: 2.833 0.896 1.741
H: 2.577 2.515 -0.840
H: 2.218 3.110 0.776
H: 0.787 0.800 -0.609
H: 0.408 1.407 1.004
H: 0.176 2.984 -1.596
H: -0.096 3.651 0.012
H: -1.929 1.987 0.371
H: -2.239 3.132 -0.935
H: -1.350 0.236 -1.252
H: -1.420 1.400 -2.575
H: -3.430 0.087 -2.624
H: -3.862 1.722 -2.129
H: -3.435 -0.607 -0.213
H: -4.020 1.001 0.223
H: -5.448 -0.986 -1.593
H: -5.986 0.665 -1.292
H: -7.258 -0.789 0.129
H: -6.163 0.139 1.152
H: -5.657 -2.715 0.203
H: -4.644 -1.803 1.324
H: -6.537 -1.680 2.941
H: -7.546 -2.606 1.830
H: -6.124 -3.353 2.561

Its total energy is -25361.5958 eV. As for the HOMO energy: -0.340 hartree. The max |F| comes out at 0.69 eV/A. As for the SMILES: CCCCCCCCCCCCC(=O)CCCCC(=O)O. The molar mass comes out at 298.5 g mol⁻¹. The total charge is 0. For the gap between HOMO and LUMO, the calculation gives 9.86 eV.

***

Record 2
C18H34O3 | ωB97M-V with the def2-TZVPD basis set

CARTESIAN COORDINATES (ANGSTROEM)
C: 8.550 0.648 0.267
H: 8.810 1.377 1.031
C: 7.070 0.291 0.347
C: 6.184 1.518 0.138
C: 4.694 1.232 0.325
C: 4.103 0.343 -0.767
C: 2.602 0.138 -0.577
C: 2.000 -0.747 -1.665
H: 2.533 -1.701 -1.690
H: 2.131 -0.267 -2.637
C: 0.508 -1.011 -1.429
C: 0.295 -1.833 -0.196
C: -0.251 -1.452 0.948
C: -0.817 -0.111 1.295
H: -0.214 0.322 2.100
C: -2.267 -0.227 1.774
C: -3.190 -0.740 0.671
C: -4.633 -0.859 1.157
C: -5.582 -1.459 0.120
C: -5.766 -0.642 -1.159
H: -6.335 -1.247 -1.866
H: -4.806 -0.397 -1.613
C: -6.557 0.667 -0.957
O: -7.777 0.448 -0.304
H: -7.775 0.986 0.503
C: -5.765 1.726 -0.216
O: -6.183 2.281 0.770
O: -4.597 2.015 -0.781
H: -4.137 2.705 -0.275
H: -6.761 1.088 -1.956
H: -5.208 -2.445 -0.165
H: -6.565 -1.595 0.575
H: -4.994 0.120 1.474
H: -4.651 -1.503 2.040
H: -3.134 -0.059 -0.180
H: -2.837 -1.717 0.336
H: -2.615 0.752 2.115
H: -2.311 -0.907 2.629
H: -0.769 0.567 0.443
H: -0.320 -2.174 1.754
H: 0.669 -2.846 -0.278
H: 0.110 -1.561 -2.287
H: -0.020 -0.060 -1.367
H: 2.420 -0.321 0.397
H: 2.099 1.108 -0.583
H: 4.596 -0.630 -0.758
H: 4.286 0.800 -1.743
H: 4.154 2.182 0.331
H: 4.537 0.759 1.298
H: 6.484 2.288 0.853
H: 6.352 1.917 -0.865
H: 6.855 -0.144 1.326
H: 6.844 -0.462 -0.409
H: 9.166 -0.237 0.414
H: 8.787 1.073 -0.706

Its total energy is -25360.8054 eV. As for the HOMO energy: -0.338 hartree. The max |F| comes out at 0.60 eV/A. As for the SMILES: CCCCCCCC/C=C\CCCCCC[C@@H](O)C(=O)O. The molar mass comes out at 298.5 g mol⁻¹. The total charge is 0. For the gap between HOMO and LUMO, the calculation gives 9.71 eV.

***

Record 3
C18H35As2NNdS2 | ωB97M-V with the def2-TZVPD basis set

CARTESIAN COORDINATES (ANGSTROEM)
Nd: 0.410 -0.903 0.006
S: 0.242 -1.337 2.606
S: 2.468 -1.035 -1.663
C: 1.788 -1.606 3.409
C: -0.359 -3.038 2.217
C: 0.494 -3.831 1.247
N: 0.523 -3.234 -0.099
C: 1.647 -3.678 -0.945
C: 1.920 -2.739 -2.099
H: -1.398 -2.939 1.879
H: -0.371 -3.549 3.196
H: 0.110 -4.858 1.173
H: 1.524 -3.883 1.593
H: 1.426 -4.682 -1.332
H: 2.518 -3.755 -0.296
H: 1.050 -2.617 -2.758
H: 2.753 -3.127 -2.703
C: 4.005 -1.288 -0.814
H: -0.376 -3.436 -0.587
H: 3.958 -1.987 0.040
H: 4.349 -0.306 -0.461
H: 4.703 -1.668 -1.580
H: 2.213 -0.608 3.615
H: 2.511 -2.190 2.817
H: 1.564 -2.110 4.358
C: -4.390 -2.357 -2.485
C: -4.411 -0.996 -2.382
H: -4.815 -2.981 -1.703
H: -3.960 -2.840 -3.358
H: -4.851 -0.507 -1.512
H: -3.993 -0.367 -3.167
C: 1.029 2.885 -2.723
As: 0.991 1.874 -1.017
C: 2.955 2.086 -0.678
C: -0.153 3.190 -0.044
C: 0.103 4.528 -0.153
C: -0.716 5.477 0.467
C: -1.811 5.076 1.199
C: -2.100 3.719 1.338
C: -1.272 2.782 0.733
As: -1.523 0.881 0.983
C: -1.915 0.862 2.941
C: -2.640 0.633 -0.656
H: 1.657 2.343 -3.411
H: 1.441 3.891 -2.569
H: 0.013 2.947 -3.094
H: 3.501 1.509 -1.439
H: 3.188 3.127 -0.787
H: 3.178 1.732 0.322
H: 0.971 4.888 -0.732
H: -0.478 6.551 0.365
H: -2.459 5.821 1.686
H: -2.971 3.405 1.936
H: -2.694 1.552 3.158
H: -2.192 -0.147 3.217
H: -0.978 1.154 3.443
H: -3.506 1.252 -0.573
H: -2.026 0.871 -1.525
H: -2.846 -0.435 -0.596

As for the expectation value of S²: 3.757. As for the spin multiplicity: 4. Its total energy is -179319.4641 eV. As for the HOMO energy (spin up / spin down): -0.619 / -0.619 hartree. The max |F| comes out at 2.32 eV/A. The molar mass comes out at 623.7 g mol⁻¹. The total charge is +3. For the gap between HOMO and LUMO (spin up / spin down), the calculation gives 6.66 / 6.86 eV.

***

Record 4
C18H35As2NS2Sr | ωB97M-V with the def2-TZVPD basis set

CARTESIAN COORDINATES (ANGSTROEM)
Sr: -0.298 0.120 -0.213
S: 1.848 2.073 -0.064
S: -0.462 -2.798 -0.555
C: 1.329 3.630 -0.871
C: 2.944 1.436 -1.394
C: 2.244 0.527 -2.400
N: 1.699 -0.653 -1.697
C: 1.171 -1.689 -2.600
C: 0.856 -2.963 -1.829
H: 3.731 0.886 -0.853
H: 3.392 2.304 -1.891
H: 2.962 0.225 -3.185
H: 1.412 1.053 -2.901
H: 1.896 -1.929 -3.395
H: 0.266 -1.287 -3.083
H: 1.738 -3.330 -1.287
H: 0.517 -3.746 -2.517
C: -1.891 -3.131 -1.646
H: 2.456 -1.061 -1.130
H: -1.736 -2.706 -2.648
H: -2.797 -2.701 -1.199
H: -1.999 -4.221 -1.714
H: 0.460 4.013 -0.323
H: 1.073 3.494 -1.931
H: 2.169 4.329 -0.764
C: 1.941 -1.015 2.679
C: 1.022 -0.415 3.456
H: 2.713 -0.454 2.133
H: 1.938 -2.097 2.507
H: 0.898 0.673 3.463
H: 0.320 -0.977 4.092
C: -2.095 1.807 -2.364
As: -3.087 0.466 -1.302
C: -4.755 0.231 -2.299
C: -3.653 1.667 0.169
C: -4.130 2.936 -0.152
C: -4.622 3.776 0.868
C: -4.685 3.302 2.181
C: -4.095 2.072 2.529
C: -3.579 1.247 1.523
As: -2.523 -0.403 1.952
C: -2.842 -0.445 3.871
C: -3.762 -1.883 1.555
H: -1.417 1.251 -3.029
H: -1.534 2.505 -1.730
H: -2.840 2.344 -2.966
H: -5.512 -0.192 -1.622
H: -5.083 1.189 -2.714
H: -4.514 -0.490 -3.094
H: -4.121 3.289 -1.192
H: -4.983 4.770 0.619
H: -5.155 3.904 2.951
H: -4.070 1.753 3.566
H: -3.899 -0.671 4.057
H: -2.194 -1.219 4.299
H: -2.566 0.538 4.265
H: -4.482 -1.940 2.380
H: -4.267 -1.741 0.593
H: -3.137 -2.788 1.523

Its total energy is -164893.9889 eV. As for the HOMO energy: -0.525 hartree. The max |F| comes out at 1.31 eV/A. The molar mass comes out at 567.1 g mol⁻¹. The total charge is +2. For the gap between HOMO and LUMO, the calculation gives 8.94 eV.

***

Record 5
C18H35Br14NO3PS2 | ωB97M-V with the def2-TZVPD basis set

CARTESIAN COORDINATES (ANGSTROEM)
O: 3.312 1.440 -2.496
C: 4.128 1.097 -3.326
C: 4.867 2.016 -4.263
C: 4.401 1.943 -5.739
N: 4.029 0.535 -6.037
S: 2.472 0.120 -6.591
P: 3.134 3.237 -6.075
S: 1.692 3.558 -4.781
C: 5.625 2.251 -6.714
O: 5.468 3.206 -7.487
O: 6.547 1.436 -6.606
H: 4.389 0.026 -3.409
H: 4.813 3.038 -3.876
H: 5.903 1.656 -4.304
H: 4.757 0.167 -6.641
H: 2.684 0.027 -7.914
H: 2.699 2.989 -7.376
H: 3.933 4.364 -6.177
Br: 0.074 -0.045 -4.689
C: -1.091 -0.046 -3.142
C: -1.411 -1.431 -2.649
Br: -2.748 -2.342 -3.732
H: -1.985 0.514 -3.398
H: -0.533 0.495 -2.378
H: -1.851 -1.395 -1.654
H: -0.534 -2.071 -2.637
Br: -4.412 -1.282 -0.529
C: -3.675 0.304 0.331
C: -4.454 1.547 0.001
Br: -4.113 2.169 -1.804
H: -2.640 0.366 0.006
H: -3.717 0.118 1.403
H: -4.145 2.356 0.660
H: -5.526 1.393 0.082
Br: -1.715 2.005 2.603
C: -0.565 0.480 2.995
C: 0.643 0.448 2.099
Br: 0.088 -0.091 0.322
H: -1.180 -0.402 2.850
H: -0.294 0.569 4.045
H: 1.358 -0.294 2.446
H: 1.131 1.413 2.001
Br: -1.624 -2.985 3.188
C: -3.152 -3.272 2.013
C: -4.384 -2.557 2.494
Br: -5.182 -3.440 4.035
H: -3.291 -4.347 1.961
H: -2.853 -2.889 1.040
H: -5.142 -2.568 1.714
H: -4.191 -1.533 2.803
Br: -5.451 1.457 3.546
C: -5.306 2.026 5.395
C: -4.092 1.427 6.055
Br: -4.332 -0.460 6.449
H: -6.234 1.745 5.882
H: -5.217 3.110 5.369
H: -3.899 1.914 7.008
H: -3.215 1.500 5.419
Br: -3.193 -6.920 3.208
C: -3.263 -6.223 5.020
C: -2.271 -6.906 5.921
Br: -2.840 -8.697 6.427
H: -4.287 -6.341 5.358
H: -3.027 -5.165 4.934
H: -2.174 -6.355 6.854
H: -1.298 -7.011 5.452
Br: 8.579 3.546 -2.185
C: 7.584 4.005 -0.581
C: 7.063 2.780 0.127
Br: 5.549 2.013 -0.814
H: 6.779 4.661 -0.895
H: 8.278 4.551 0.054
H: 6.705 3.046 1.119
H: 7.822 2.008 0.209

Its total energy is -1038422.8995 eV. As for the HOMO energy: -0.184 hartree. The max |F| comes out at 0.64 eV/A. The molar mass comes out at 1527.2 g mol⁻¹. The total charge is -1. For the gap between HOMO and LUMO, the calculation gives 6.26 eV.

***

Record 6
C18H35Cl2N4O5P2S2 | ωB97M-V with the def2-TZVPD basis set

CARTESIAN COORDINATES (ANGSTROEM)
C: 7.124 -1.350 -0.995
C: 6.140 -1.218 -2.257
O: 5.306 -0.024 -2.257
C: 4.411 -0.072 -1.137
O: 4.691 0.700 -0.181
C: 3.155 -1.060 -1.049
C: 2.355 -1.231 -2.430
C: 0.849 -0.678 -2.419
N: 0.064 -0.995 -1.193
C: -0.149 -2.421 -0.736
C: 0.780 -2.832 0.508
C: 0.231 -4.080 1.359
S: 0.656 -3.926 3.190
C: -0.525 -0.066 -0.440
N: -1.333 -0.390 0.736
C: -2.628 0.329 0.788
C: -3.777 -0.767 0.407
P: -2.931 0.702 2.665
C: -2.752 -0.870 3.701
C: -4.726 1.357 2.841
O: -2.764 1.569 0.115
C: -1.886 1.868 -0.940
N: -2.366 1.131 -2.179
C: -1.726 3.370 -1.425
Cl: -0.618 3.590 -2.893
C: -2.290 4.547 -0.914
C: -3.291 4.499 0.307
Cl: -1.898 6.179 -1.635
N: -0.450 1.374 -0.771
P: 0.428 2.286 0.454
O: -0.547 3.170 1.521
O: 1.513 3.331 -0.384
S: 1.583 1.149 1.574
H: 6.889 -2.349 -0.468
H: 7.084 -0.477 -0.266
H: 8.216 -1.413 -1.363
H: 6.800 -1.154 -3.193
H: 5.526 -2.176 -2.358
H: 2.498 -0.788 -0.157
H: 3.598 -2.099 -0.800
H: 2.418 -2.308 -2.842
H: 2.923 -0.594 -3.211
H: 0.301 -1.203 -3.292
H: 0.886 0.425 -2.695
H: -1.233 -2.635 -0.454
H: 0.104 -3.162 -1.584
H: 1.786 -3.176 0.055
H: 1.047 -1.948 1.197
H: 0.809 -5.016 1.011
H: -0.876 -4.280 1.180
H: -0.348 -4.548 3.919
H: -0.784 -0.335 1.612
H: -3.797 -1.631 1.150
H: -3.635 -1.218 -0.632
H: -4.818 -0.274 0.466
H: -3.476 -0.835 4.587
H: -2.951 -1.847 3.146
H: -1.689 -0.899 4.133
H: -5.502 0.517 2.693
H: -4.960 2.135 2.022
H: -4.892 1.815 3.884
H: -2.815 0.241 -1.926
H: -3.153 1.729 -2.509
H: -3.001 3.815 1.167
H: -3.349 5.564 0.752
H: -4.357 4.270 -0.062
H: -0.013 3.983 1.734
H: 2.137 2.699 -0.830

Its total energy is -100713.8653 eV. As for the HOMO energy: -0.400 hartree. The max |F| comes out at 4.91 eV/A. As for the SMILES: CCOC(=O)CCCN(CCCS)C1=[N+](P(O)(O)=S)[C@](N)(/C(Cl)=C(\C)Cl)O[C@](C)(P(C)C)N1. The molar mass comes out at 584.5 g mol⁻¹. The total charge is +1. For the gap between HOMO and LUMO, the calculation gives 6.70 eV.

***

Record 7
C18H35Cl2NO8S | ωB97M-V with the def2-TZVPD basis set

CARTESIAN COORDINATES (ANGSTROEM)
C: -3.165 -1.253 -3.341
C: -4.604 -0.827 -3.440
O: -5.304 -1.278 -4.304
N: -5.146 0.125 -2.550
C: -5.710 1.239 -3.361
C: -4.256 0.641 -1.499
C: -3.939 -0.410 -0.415
C: -2.454 -0.660 -0.114
C: -1.876 0.173 1.046
O: -0.849 1.107 0.628
S: -1.497 2.390 -0.110
O: -2.156 3.182 0.899
O: 0.009 3.001 -0.305
C: 0.282 3.767 -1.450
Cl: -1.195 4.480 -2.182
C: 1.064 2.994 -2.533
C: 0.255 1.971 -3.305
Cl: 2.448 2.178 -1.750
H: -2.494 -0.430 -3.104
H: -3.034 -2.040 -2.597
H: -2.893 -1.660 -4.311
H: -5.060 1.487 -4.206
H: -5.835 2.113 -2.729
H: -6.663 0.930 -3.784
H: -4.812 1.451 -1.026
H: -3.344 1.103 -1.894
H: -4.386 -1.347 -0.756
H: -4.465 -0.158 0.508
H: -2.314 -1.714 0.124
H: -1.850 -0.446 -0.996
H: -1.355 -0.476 1.749
H: -2.648 0.706 1.603
H: 0.853 4.635 -1.132
H: 1.509 3.740 -3.190
H: -0.520 2.451 -3.899
H: 0.910 1.391 -3.951
H: -0.210 1.264 -2.612
O: 0.897 -2.028 -2.123
C: 1.736 -1.893 -1.270
O: 3.023 -1.787 -1.624
C: 4.015 -1.429 -0.648
C: 4.528 -2.620 0.126
C: 1.381 -1.889 0.201
H: 3.623 -0.656 0.008
H: 4.818 -0.974 -1.226
H: 3.735 -3.099 0.701
H: 5.306 -2.314 0.817
H: 4.933 -3.364 -0.563
H: 1.329 -2.923 0.543
H: 0.402 -1.438 0.302
H: 2.080 -1.344 0.830
O: 4.351 -0.487 2.351
C: 3.963 -0.383 3.485
O: 3.930 -1.491 4.248
C: 3.628 -1.461 5.648
C: 2.138 -1.487 5.913
C: 3.449 0.927 4.034
H: 4.117 -0.611 6.126
H: 4.097 -2.360 6.044
H: 1.641 -0.604 5.511
H: 1.947 -1.529 6.985
H: 1.690 -2.364 5.444
H: 2.401 1.029 3.752
H: 4.010 1.730 3.564
H: 3.535 1.029 5.112

Its total energy is -72983.2105 eV. As for the HOMO energy: -0.339 hartree. The max |F| comes out at 1.38 eV/A. The molar mass comes out at 496.4 g mol⁻¹. The total charge is 0. For the gap between HOMO and LUMO, the calculation gives 9.56 eV.